Entry 1:
{"formula": "C4H14NbO", "method": "ωB97M-V/def2-TZVPD", "total_charge": -1, "max_force_ha_per_bohr": 0.028, "homo_ev": -4.111, "spin_multiplicity": 1, "gap_ha": 0.2633, "energy_ev": -7965.8062, "e_lumo_ha": 0.112, "species": ["C", "C", "C", "O", "C", "Nb", "H", "H", "H", "H", "H", "H", "H", "H", "H", "H", "H", "H", "H", "H"], "xyz": [[2.62304, -0.19287, 0.00809], [1.52923, 0.43372, -0.85733], [0.64725, 1.41598, -0.09248], [-0.67740, 1.45318, -0.54709], [-1.64610, 0.92704, 0.38120], [-1.97701, -1.35985, 0.23595], [3.55423, 0.35670, -0.07929], [2.78465, -1.22445, -0.26620], [2.34510, -0.18348, 1.05291], [0.91617, -0.34431, -1.28434], [1.99080, 0.96078, -1.68416], [1.06362, 2.41453, -0.24264], [0.70243, 1.21352, 0.97286], [-1.42871, 1.27309, 1.38872], [-2.59744, 1.35423, 0.07602], [-0.23722, -1.45770, 0.80442], [-1.27831, -1.35862, -1.47278], [-3.59851, -1.23336, -0.64535], [-2.72933, -1.23893, 1.90993], [-1.98652, -3.20920, 0.34156]]}



Entry 2:
{"formula": "C14H38BClNO5PS4Si", "method": "ωB97M-V/def2-TZVPD", "max_force_ha_per_bohr": 0.027, "homo_ev": -7.590, "spin_multiplicity": 1, "gap_ha": 0.2886, "energy_ev": -100566.6856, "e_lumo_ha": 0.010, "species": ["C", "C", "Si", "Cl", "B", "O", "N", "C", "C", "P", "C", "C", "H", "H", "H", "H", "H", "H", "H", "H", "H", "H", "H", "H", "H", "H", "C", "S", "O", "C", "H", "H", "H", "H", "H", "H", "C", "S", "O", "C", "H", "H", "H", "H", "H", "H", "C", "S", "O", "C", "H", "H", "H", "H", "H", "H", "C", "S", "O", "C", "H", "H", "H", "H", "H", "H"], "xyz": [[-0.97580, 4.73111, -2.96570], [-0.18468, 4.68439, -2.05745], [0.83036, 4.34559, -0.56137], [0.77112, 6.08621, 0.57899], [0.14243, 2.84065, 0.60391], [0.04230, 3.12941, 1.95067], [-0.15059, 1.51269, 0.15238], [0.55282, 0.47251, 0.92120], [-0.05148, 1.27204, -1.29638], [2.94174, 4.21995, -1.24949], [3.05699, 2.91995, -2.55686], [3.92904, 3.54357, 0.15380], [-1.69569, 4.77786, -3.74771], [-0.66777, 2.61748, 2.36827], [-0.14932, -0.19061, 1.43361], [1.18850, 0.91946, 1.68826], [1.21667, -0.12291, 0.29012], [-0.67953, 1.95979, -1.85297], [0.99211, 1.29750, -1.62666], [-0.42120, 0.27075, -1.50791], [2.99618, 1.91189, -2.14152], [4.02362, 3.01280, -3.04885], [2.24705, 3.08348, -3.26539], [4.90677, 3.26154, -0.23456], [3.45444, 2.66681, 0.60076], [4.05436, 4.30504, 0.92038], [-4.51543, -0.56941, 2.96666], [-2.97466, 0.18591, 2.43346], [-2.63857, 1.25442, 3.41524], [-3.62985, 0.99807, 0.97573], [-4.31959, -1.10118, 3.89551], [-5.26152, 0.20718, 3.13501], [-4.85412, -1.27082, 2.20427], [-4.43616, 1.67082, 1.26985], [-3.98534, 0.24674, 0.27038], [-2.81252, 1.55663, 0.52218], [-4.52895, -0.21261, -4.40130], [-2.76061, -0.16784, -4.08135], [-2.58940, 0.07866, -2.62566], [-2.45781, 1.40173, -4.90080], [-4.92661, -1.10518, -3.92292], [-4.99718, 0.67590, -3.97752], [-4.70230, -0.26482, -5.47612], [-3.07312, 2.17344, -4.43747], [-2.68840, 1.30841, -5.96205], [-1.40359, 1.64138, -4.77350], [4.51363, -3.54580, -1.31152], [2.74274, -3.26413, -1.20219], [2.47997, -1.92147, -1.79120], [2.68751, -3.06674, 0.57797], [4.76754, -3.64629, -2.36465], [5.04218, -2.69520, -0.88127], [4.76629, -4.46418, -0.78178], [3.34520, -2.24801, 0.87147], [2.98963, -3.99084, 1.06923], [1.66312, -2.83035, 0.85850], [1.03862, -5.39052, 5.54458], [1.07782, -5.23692, 3.75595], [2.37882, -4.60629, 3.40644], [-0.17197, -3.94983, 3.64634], [1.79107, -6.12305, 5.82837], [1.27027, -4.42611, 5.99619], [0.05303, -5.73620, 5.85611], [0.14292, -3.08546, 4.23111], [-1.12263, -4.33766, 4.01223], [-0.27044, -3.67134, 2.59896]]}



Entry 3:
{"formula": "C26H73N6O14", "method": "ωB97M-V/def2-TZVPD", "total_charge": -1, "max_force_ha_per_bohr": 0.063, "e_above_lowest_kj_mol": 192.0, "homo_ev": -6.450, "spin_multiplicity": 1, "gap_ha": 0.3201, "energy_ev": -65744.8354, "e_lumo_ha": 0.083, "species": ["N", "O", "O", "O", "C", "C", "O", "O", "H", "H", "H", "H", "H", "H", "C", "C", "O", "O", "H", "H", "H", "H", "H", "H", "C", "C", "O", "O", "H", "H", "H", "H", "H", "H", "C", "C", "C", "O", "C", "N", "H", "H", "H", "H", "H", "H", "H", "H", "H", "H", "H", "C", "C", "C", "O", "C", "N", "H", "H", "H", "H", "H", "H", "H", "H", "H", "H", "H", "C", "C", "C", "O", "C", "N", "H", "H", "H", "H", "H", "H", "H", "H", "H", "H", "H", "C", "C", "C", "O", "C", "N", "H", "H", "H", "H", "H", "H", "H", "H", "H", "H", "H", "C", "C", "C", "O", "C", "N", "H", "H", "H", "H", "H", "H", "H", "H", "H", "H", "H"], "xyz": [[0.48242, -0.06428, 0.87800], [0.26247, -0.07968, 2.09239], [0.75995, -1.09938, 0.32429], [0.36358, 1.03199, 0.28504], [3.02988, -3.11948, -1.03667], [3.87531, -2.35542, -2.09292], [5.24380, -2.25717, -1.69774], [3.41136, -4.50718, -0.95205], [1.96104, -3.03502, -1.23303], [3.11337, -2.56410, -0.10250], [3.60598, -1.30161, -2.16397], [3.91045, -2.80644, -3.08461], [5.66266, -3.11442, -1.80395], [2.66892, -5.05126, -0.67935], [-1.20326, 3.94943, 2.01789], [0.01294, 4.50771, 1.33493], [1.08040, 3.60801, 1.49565], [-1.77860, 2.97598, 1.11926], [-1.92406, 4.75054, 2.18142], [-0.98787, 3.48176, 2.97861], [0.22169, 5.50043, 1.73370], [-0.15262, 4.63982, 0.26571], [0.71991, 2.75094, 1.25672], [-1.15929, 2.24329, 1.15418], [2.80650, 1.54563, 3.83430], [1.66497, 1.32380, 4.83852], [0.41246, 1.50476, 4.22960], [2.99525, 2.93923, 3.58006], [2.77467, 0.99692, 2.89303], [3.77764, 1.31459, 4.27201], [1.72513, 1.86492, 5.78280], [1.76050, 0.33362, 5.28406], [0.31000, 0.88634, 3.50251], [2.29994, 3.28048, 3.01288], [-6.38726, 0.53509, -2.24364], [-5.59822, 1.21101, -1.07105], [-4.75316, 0.26133, -0.23703], [-4.07120, 0.90672, 0.80545], [-3.16079, 0.07677, 1.64461], [-4.88356, 2.29137, -1.73136], [-5.77191, -0.17425, -2.79706], [-6.81910, 1.30822, -2.87918], [-7.19039, -0.11135, -1.88979], [-6.21963, 1.65501, -0.29333], [-4.06606, -0.18416, -0.95643], [-5.42547, -0.51475, 0.12875], [-2.87591, 0.67935, 2.50707], [-2.31379, -0.05009, 0.97038], [-3.59866, -0.81240, 2.09821], [-4.17719, 1.81116, -2.27039], [-5.52066, 2.76590, -2.35510], [-3.20360, -3.22749, -1.22726], [-2.13662, -3.24520, -0.12750], [-2.12510, -4.61620, 0.52129], [-3.33541, -4.85595, 1.26821], [-3.34824, -6.09704, 1.78663], [-0.87048, -3.07604, -0.87204], [-3.16845, -4.06736, -1.92114], [-3.18063, -2.23841, -1.68475], [-4.21238, -3.28533, -0.81846], [-2.27479, -2.41444, 0.56449], [-1.25959, -4.58475, 1.18310], [-1.96212, -5.41145, -0.20611], [-3.27726, -6.87577, 1.02726], [-4.27235, -6.14943, 2.36230], [-2.51853, -6.20981, 2.48445], [-0.40301, -2.34683, -0.35258], [-0.18233, -3.80402, -0.74325], [1.21932, -3.87987, 2.81722], [2.21193, -2.97059, 3.57029], [3.26212, -2.34860, 2.69635], [4.39319, -1.89149, 3.44474], [5.32798, -1.22764, 2.57262], [1.37042, -1.90190, 4.19536], [1.74279, -4.79807, 2.55077], [0.85562, -3.40403, 1.90651], [0.34896, -4.21485, 3.38144], [2.73051, -3.50362, 4.36719], [2.82217, -1.60298, 2.03408], [3.54786, -3.11439, 1.97523], [6.17092, -0.79691, 3.11301], [5.05244, -0.44996, 1.86032], [5.73997, -2.04665, 1.98305], [0.54488, -2.40892, 4.48086], [0.98911, -1.35590, 3.43602], [2.85492, 5.61179, -1.72518], [3.79733, 4.38385, -1.90334], [3.15388, 3.17168, -1.27710], [3.97514, 2.04206, -1.27454], [3.34113, 0.91187, -0.68472], [4.07448, 4.16443, -3.26745], [2.65537, 5.89595, -0.69196], [1.92381, 5.35329, -2.22949], [3.27899, 6.50366, -2.18650], [4.70437, 4.59234, -1.33596], [2.29687, 2.78203, -1.82648], [2.85770, 3.49056, -0.27776], [2.50975, 0.51473, -1.26710], [3.06584, 1.01635, 0.36475], [4.11994, 0.15328, -0.60657], [3.17583, 4.36694, -3.68160], [4.62871, 4.94875, -3.58015], [-1.13849, 2.40521, -2.27651], [-1.47972, 0.98962, -2.73254], [-2.01254, 0.85797, -4.18825], [-3.41850, 1.07511, -4.10708], [-4.03171, 0.91743, -5.34476], [-0.25539, 0.23111, -2.68511], [-0.78540, 2.40217, -1.24528], [-1.92638, 3.13811, -2.45029], [-0.28596, 2.84113, -2.79735], [-2.29103, 0.56666, -2.14009], [-1.77537, -0.13999, -4.55691], [-1.68798, 1.60195, -4.91577], [-3.58628, 1.56675, -6.09847], [-5.11915, 0.86677, -5.28981], [-3.80942, -0.05817, -5.77706], [-0.48060, -0.75280, -2.72121], [0.19607, 0.27958, -1.78293]]}